{"formula": "C3H11N3", "method": "wB97M-V/def2-TZVPD", "elements": ["C", "N", "C", "N", "H", "H", "H", "H", "H", "H", "C", "N", "H", "H", "H", "H", "H"], "positions_angstrom": [[-0.03172, -0.81292, 2.08714], [-0.88929, 0.10101, 1.37025], [-1.76999, -0.40730, 0.50750], [-1.84492, -1.69111, -0.08770], [-0.05469, -0.52162, 3.12965], [0.98188, -0.71452, 1.70596], [-0.33480, -1.85091, 1.97378], [-2.47062, 0.31983, 0.04873], [-2.56303, -2.23181, 0.41187], [-2.26879, -1.50858, -0.99879], [1.75660, 1.99305, -1.97002], [2.22963, 0.71001, -1.41204], [2.48466, 2.54323, -2.60951], [1.46164, 2.66594, -1.15062], [0.86723, 1.76610, -2.57646], [2.79231, 0.20035, -2.12456], [2.90694, 0.85566, -0.65123]], "forces_ev_per_a": [[0.01, -0.21, -0.53], [-3.59, -1.72, -2.48], [2.60, 3.00, 1.73], [-0.71, -0.31, 0.44], [0.13, -0.05, 0.25], [0.20, 0.06, 0.07], [0.07, -0.22, 0.12], [0.59, -0.07, 0.39], [0.51, -0.10, -0.14], [0.19, -0.35, 0.14], [0.06, -0.05, -0.08], [1.30, -0.21, -0.36], [-0.31, -0.36, 0.37], [0.01, -0.31, -0.28], [0.23, 0.29, 0.16], [-0.77, 0.48, 0.60], [-0.53, 0.13, -0.39]], "mulliken_charge": [-0.64, -0.42, 0.06, -0.60, 0.26, 0.20, 0.28, 0.31, 0.24, 0.28, -0.69, -0.53, 0.27, 0.29, 0.23, 0.21, 0.22], "e_lumo_ev": 0.9954, "homo_lumo_gap_ev": 10.2521, "smiles": "C/N=C\\N.CN"}